No. 1
64
Properties=species:S:1:pos:R:3:forces:R:3:lowdin_charge:R:1 method="wB97M-V/def2-TZVPD" total_charge=-2 multiplicity=2 homo_energy_ev="-1.21 / -1.21" homo_lumo_gap_ev="5.10 / 5.10"
V -1.5481 -1.1986 0.2797 -2.31 1.42 2.44 0.47
C -2.9452 0.1643 3.2346 -0.21 -0.09 -0.09 0.01
C -2.0223 -0.0881 2.0811 0.25 1.15 2.72 -0.33
N -2.2662 0.3332 0.8578 -0.86 1.49 -0.69 -0.08
O -3.3969 1.0183 0.5359 0.35 -0.04 0.94 0.11
B -3.6089 0.8814 -0.9126 0.28 -0.68 -0.85 -1.15
F -4.8152 1.4364 -1.2588 -0.21 0.17 0.12 0.16
F -3.6749 -0.5728 -1.1535 0.34 0.30 0.54 -0.02
O -2.5653 1.4594 -1.7348 0.42 0.75 0.12 -0.02
N -1.2253 1.3848 -1.2999 -0.08 -0.54 -0.30 0.07
C -0.6291 2.5445 -1.1416 -0.58 -0.15 -0.32 -0.28
C -1.3808 3.8438 -1.2735 0.03 -0.04 -0.06 -0.02
C 0.7378 2.5736 -0.7825 0.25 0.24 0.25 -0.21
N 1.5641 1.4821 -0.8439 -0.60 0.03 0.01 -0.08
O 2.4125 1.2485 0.2299 0.24 -0.29 0.23 0.05
B 1.7462 0.6707 1.4059 -0.36 0.54 0.05 -1.07
F 2.6463 0.7224 2.4559 0.39 -0.23 0.04 0.14
F 0.6088 1.4390 1.7341 0.14 0.03 0.02 0.15
O 1.3236 -0.7900 1.2195 -0.41 -0.11 -0.23 0.07
N -0.0345 -0.9112 1.1895 1.03 1.35 -0.74 -0.12
C -0.7381 -0.6223 2.2794 -0.10 1.00 1.74 -0.32
C -0.1519 -0.7566 3.6509 -0.12 -0.68 0.02 0.02
C 1.3207 3.8189 -0.1717 0.00 -0.11 -0.09 -0.03
H -3.9464 0.3746 2.8618 0.01 -0.02 0.04 0.09
H -2.5881 1.0359 3.7891 -0.03 -0.01 0.01 0.10
H -2.9830 -0.6814 3.9229 -0.02 0.01 -0.04 0.08
H -2.3418 3.6536 -1.7428 0.00 0.02 0.02 0.07
H -0.8187 4.5556 -1.8787 0.01 0.08 0.06 0.07
H -1.5561 4.2800 -0.2873 0.03 0.07 -0.01 0.08
H 0.8367 -1.2067 3.5738 -0.03 0.02 0.06 0.10
H -0.7880 -1.3808 4.2856 0.07 0.03 0.06 0.08
H -0.0502 0.2277 4.1105 -0.02 0.01 -0.08 0.10
H 0.7762 4.1564 0.7132 -0.02 -0.04 0.01 0.08
H 1.3088 4.6311 -0.9056 0.02 0.08 0.04 0.07
H 2.3498 3.6170 0.1141 0.01 0.07 0.04 0.08
Se -1.7361 -1.2918 -3.2918 -2.62 2.59 -3.28 0.13
Se 1.0803 -3.9562 -5.6423 -0.20 0.20 -0.58 -0.54
Te -0.0323 -3.0759 -3.6308 3.06 -3.15 -2.28 0.12
Se -0.9741 -1.9955 -1.4493 2.97 -3.09 -1.27 0.20
Cl 7.0787 0.3144 -4.6975 0.30 -0.02 -0.16 0.61
C 5.5228 0.4934 -3.9388 -0.14 0.02 -0.01 -0.69
C 4.3799 0.1521 -4.6367 -0.30 -0.03 0.14 -0.11
C 3.1468 0.2968 -4.0130 0.20 0.00 -0.10 -0.02
C 3.0564 0.6961 -2.6833 -0.30 0.06 0.13 -0.16
C 1.7203 0.5980 -1.9598 0.13 -0.45 -0.08 -0.09
C 4.2237 1.0414 -2.0059 0.20 0.03 -0.21 -0.01
C 5.4556 0.9702 -2.6409 -0.11 -0.06 -0.01 -0.11
H 4.3870 -0.2777 -5.6289 0.32 0.17 -0.07 0.11
H 2.2756 0.0701 -4.6167 -0.18 -0.17 0.32 0.12
H 0.8871 0.7737 -2.6440 0.06 -0.08 0.07 0.12
H 1.6630 -0.4442 -1.6127 -0.23 0.11 -0.03 0.12
H 4.1841 1.3380 -0.9689 -0.10 0.04 -0.01 0.11
H 6.3549 1.2498 -2.1093 0.06 -0.04 -0.05 0.10
F 0.1697 -3.9061 1.1036 0.17 -0.11 0.37 0.09
C -0.9943 -3.7406 1.7493 -0.29 0.08 -0.74 -0.23
C -1.9584 -2.9437 1.1471 -0.66 -1.00 1.73 -0.11
C -3.1326 -2.7857 1.8606 0.02 -1.03 -0.21 -0.25
F -4.1069 -2.0344 1.3171 -0.18 0.21 0.24 0.10
C -3.3667 -3.3799 3.0865 -0.18 -0.02 -0.08 -0.15
F -4.5294 -3.2055 3.7394 0.02 -0.04 0.05 0.10
C -2.3742 -4.1638 3.6456 0.07 0.06 0.07 -0.14
F -2.5781 -4.7551 4.8325 0.01 0.00 0.01 0.10
C -1.1680 -4.3364 2.9837 0.00 -0.01 -0.03 -0.15
F -0.1912 -5.0461 3.5673 -0.03 -0.10 -0.01 0.10

No. 2
49
Properties=species:S:1:pos:R:3:forces:R:3:lowdin_charge:R:1 method="wB97M-V/def2-TZVPD" multiplicity=3 homo_energy_ev="-6.99 / -7.41" homo_lumo_gap_ev="7.30 / 6.79"
Pt 1.3020 1.1875 -0.2828 -0.09 0.48 0.42 0.89
C 5.8696 1.1420 0.7372 0.06 -0.01 0.01 0.02
C 4.6225 0.7267 0.0060 -0.11 0.06 0.01 -0.51
O 3.6387 1.4642 0.0102 0.09 -0.27 -0.19 -0.12
N 4.6826 -0.4691 -0.6209 -0.12 0.02 0.06 0.08
C 3.5422 -1.1233 -1.2455 0.05 -0.03 0.16 -0.11
C 2.7223 -1.9043 -0.2465 0.00 0.11 -0.02 -0.28
C 2.4755 -3.2585 -0.3787 0.00 -0.05 -0.05 -0.02
C 1.6975 -3.8915 0.5819 0.00 -0.07 -0.05 -0.05
C 1.2213 -3.1544 1.6488 -0.02 0.05 0.07 -0.05
C 1.5212 -1.8000 1.7015 -0.01 0.06 -0.06 -0.13
N 2.2373 -1.1791 0.7670 0.05 -0.20 0.16 0.07
H 5.9230 2.2271 0.7492 0.00 -0.01 -0.01 0.09
H 6.7721 0.7283 0.2874 -0.01 0.01 0.03 0.08
H 5.7960 0.7934 1.7694 0.00 0.01 -0.02 0.10
H 5.4893 -1.0370 -0.4238 0.04 0.01 -0.05 0.14
H 3.9009 -1.7614 -2.0508 0.02 -0.03 0.00 0.13
H 2.9106 -0.3508 -1.6828 -0.07 0.09 -0.10 0.10
H 2.8792 -3.8058 -1.2215 -0.02 0.01 0.01 0.11
H 1.4680 -4.9460 0.4936 0.02 0.01 0.01 0.11
H 0.6160 -3.6077 2.4227 0.02 0.02 -0.02 0.11
H 1.1492 -1.1770 2.5064 -0.02 -0.02 -0.03 0.12
S 1.5870 3.5594 -0.7784 -0.16 -0.16 -0.20 0.54
C -0.0889 3.7298 -0.4296 0.02 0.13 0.04 -1.13
N -0.8030 2.7125 -0.0551 -0.17 -0.02 0.12 -0.04
C -2.1295 3.0674 0.1832 0.16 -0.15 -0.04 -0.29
C -3.1540 2.2085 0.5734 -0.06 -0.07 0.05 0.00
C -4.4271 2.7200 0.7469 0.02 0.01 0.00 -0.08
C -4.6960 4.0760 0.5401 0.06 0.00 -0.02 -0.10
C -3.6867 4.9408 0.1537 0.01 -0.02 0.03 -0.10
C -2.4072 4.4241 -0.0206 -0.03 0.06 -0.04 -0.48
S -0.9586 5.2420 -0.5232 0.06 0.08 -0.03 1.03
H -2.9509 1.1591 0.7398 0.05 0.01 -0.02 0.10
H -5.2281 2.0557 1.0463 0.01 0.02 0.00 0.10
H -5.7009 4.4534 0.6789 0.02 0.00 0.00 0.10
H -3.8871 5.9927 -0.0084 0.00 -0.04 0.00 0.11
O -1.0053 -0.5492 0.5798 -0.04 -0.05 -0.23 0.08
B -0.2787 -0.0774 -0.5428 0.00 -0.24 -0.07 -0.66
O -0.8294 -0.6346 -1.7057 0.01 0.07 0.04 0.13
C -1.8772 -1.4229 -1.2992 0.13 0.07 -0.19 -0.21
C -2.7355 -2.1690 -2.0700 -0.12 -0.09 -0.02 0.01
C -3.7241 -2.8878 -1.3923 0.06 0.03 0.01 -0.09
C -3.8278 -2.8425 -0.0061 0.05 0.04 0.00 -0.09
C -2.9464 -2.0762 0.7620 -0.11 -0.07 0.01 0.00
C -1.9787 -1.3789 0.0789 0.11 0.15 0.19 -0.23
H -2.6498 -2.1887 -3.1487 0.00 0.00 0.04 0.12
H -4.4233 -3.4894 -1.9591 0.01 0.02 0.02 0.10
H -4.6088 -3.4064 0.4873 0.01 0.01 0.00 0.10
H -3.0210 -2.0218 1.8407 0.00 -0.02 -0.03 0.12

No. 3
48
Properties=species:S:1:pos:R:3:forces:R:3:lowdin_charge:R:1 method="wB97M-V/def2-TZVPD" smiles="O=C(c1cccc(F)c1-c1ncccn1)N1[C@@H]2CC[C@H]1[C@@H](Nc1cnc(Br)cn1)C2" multiplicity=1 homo_energy_ev=-8.36 homo_lumo_gap_ev=8.54 de_lowest_kcal_mol=0.0
O 1.2032 -1.7268 -1.9477 0.34 0.32 0.03 0.10
C 0.1632 -1.5038 -1.3583 0.81 1.17 -0.19 -0.39
C -0.8757 -2.5519 -1.4203 -2.17 -1.09 1.13 -0.07
C -1.3137 -3.0032 -2.6653 0.28 -0.37 0.99 -0.01
C -2.2938 -3.9895 -2.7664 0.60 1.24 1.09 -0.05
C -2.8778 -4.4721 -1.6182 0.21 -0.35 1.12 0.00
C -2.4570 -4.0997 -0.3276 0.41 1.24 -1.73 -0.19
F -3.0543 -4.6658 0.7374 0.54 0.32 -0.34 0.08
C -1.4682 -3.0965 -0.2298 0.17 -0.65 -1.20 -0.04
C -0.9158 -2.7207 1.0625 -0.83 1.10 2.71 -0.29
N 0.3732 -2.8841 1.3290 -0.06 -0.57 -1.06 0.16
C 0.7956 -2.6099 2.5452 0.30 0.03 0.69 -0.11
C -0.0410 -2.0611 3.5056 1.07 0.15 1.00 -0.05
C -1.3463 -1.8441 3.1476 -0.45 -0.36 -0.14 -0.15
N -1.8120 -2.2211 1.9687 0.31 -0.19 -1.29 0.15
N -0.0731 -0.2905 -0.7079 0.67 -5.30 0.15 -0.01
C -1.3582 0.3098 -0.5162 -0.83 -0.16 0.68 -0.27
C -1.4065 1.1117 -1.7832 -1.01 1.93 -0.44 -0.11
C 0.0625 1.4742 -2.0349 0.26 0.64 -1.40 -0.11
C 0.7607 0.8458 -0.8727 0.81 0.47 0.88 -0.22
C 0.4092 1.5155 0.4915 0.73 1.46 -0.45 -0.24
N 0.6106 2.9762 0.4935 0.20 0.49 -0.01 0.07
C 1.8759 3.5729 0.5654 -1.08 -1.11 0.49 -0.30
C 2.0452 4.9425 0.3018 1.51 1.14 0.29 -0.07
N 3.2379 5.5911 0.4556 -0.09 -2.30 0.28 0.05
C 4.2724 4.7920 0.8519 -2.44 -0.57 -0.53 -0.77
Br 5.9864 5.5258 1.0218 0.07 0.12 0.04 0.73
C 4.0604 3.4107 1.1103 -0.53 0.97 0.03 -0.15
N 2.8748 2.7799 1.0069 0.66 1.73 -0.62 0.14
C -1.0416 1.1391 0.7443 -0.90 0.12 -0.33 -0.05
H -0.7946 -2.6604 -3.5234 0.23 0.43 -0.75 0.11
H -2.6122 -4.2883 -3.7279 -0.35 -0.49 -0.76 0.10
H -3.6262 -5.2219 -1.6784 -0.65 -0.56 -0.05 0.11
H 1.8355 -2.8805 2.7740 -0.39 0.31 -0.13 0.12
H 0.3217 -1.8253 4.5203 -0.19 -0.13 -0.70 0.11
H -2.0686 -1.4190 3.8382 0.05 0.02 -0.02 0.11
H -2.2348 -0.3399 -0.4038 0.59 -0.21 0.07 0.16
H -2.0189 2.0276 -1.6179 0.09 -0.59 -0.54 0.12
H -1.7803 0.5137 -2.6238 -0.26 0.22 0.33 0.12
H 0.4076 1.0332 -2.9916 -0.02 0.13 0.59 0.13
H 0.2390 2.5325 -2.1108 0.03 0.57 -0.04 0.10
H 1.8462 0.6873 -0.9616 -0.62 -0.32 -0.12 0.17
H 1.0481 1.0599 1.2304 0.32 0.08 0.27 0.13
H -0.1864 3.5690 0.2247 0.85 -0.57 0.17 0.14
H 1.2053 5.5794 0.0075 0.25 -0.32 0.04 0.11
H 4.8732 2.8402 1.4998 0.48 -0.43 0.05 0.09
H -1.1841 0.5090 1.6409 0.11 0.45 -0.41 0.11
H -1.6664 2.0371 0.8128 -0.07 -0.21 0.15 0.12

No. 4
47
Properties=species:S:1:pos:R:3:forces:R:3:lowdin_charge:R:1 method="wB97M-V/def2-TZVPD" smiles="Cc1onc(-c2c(Cl)cccc2Cl)c1C(=O)N1CCN(c2ccccc2F)CC1" multiplicity=1 homo_energy_ev=-8.04 homo_lumo_gap_ev=8.66
C -0.9844 3.0252 -3.1573 -0.19 0.12 0.16 0.01
C -0.9892 2.9041 -1.6799 0.60 -0.70 0.46 -0.24
O -1.7869 3.7201 -0.9770 0.12 -0.04 -0.91 0.03
N -1.6262 3.4894 0.3432 0.03 -0.16 1.37 0.14
C -0.7300 2.5491 0.4701 -0.13 0.17 -0.80 -0.28
C -0.3055 2.0415 1.7786 -0.06 0.08 0.22 -0.21
C -0.8406 0.8635 2.2877 0.17 0.24 0.17 -0.57
Cl -1.9779 -0.0121 1.3341 -0.27 -0.12 -0.03 0.81
C -0.4888 0.3931 3.5404 -0.05 0.06 0.02 -0.11
C 0.4415 1.0957 4.2863 -0.07 -0.01 -0.08 -0.07
C 1.0108 2.2565 3.7942 0.03 0.11 -0.09 -0.09
C 0.6292 2.7290 2.5486 -0.14 -0.33 0.12 -0.59
Cl 1.3125 4.1792 1.9339 0.20 0.25 -0.02 0.75
C -0.2868 2.1045 -0.8104 -0.48 0.77 -0.24 -0.05
C 0.8265 1.1720 -1.1065 -0.10 0.15 -0.11 -0.41
O 1.9344 1.3420 -0.6314 0.18 0.07 0.26 0.08
N 0.5539 0.1887 -1.9985 0.11 -0.18 -0.15 -0.04
C -0.7751 -0.2703 -2.3337 -0.35 -0.06 -0.08 -0.11
C -0.8129 -1.8224 -2.3189 -0.13 0.20 -0.05 -0.12
N 0.2553 -2.3598 -1.5139 -0.01 -0.23 -0.14 -0.10
C 0.1251 -2.4241 -0.1292 -0.13 -0.23 0.27 -0.18
C 1.0518 -1.8717 0.7588 -0.10 0.00 -0.09 -0.02
C 0.9543 -2.0781 2.1218 0.04 -0.11 0.11 -0.10
C -0.0812 -2.8276 2.6512 0.05 -0.01 -0.03 -0.11
C -1.0365 -3.3580 1.8013 -0.01 -0.01 -0.17 -0.03
C -0.9207 -3.1585 0.4430 0.03 -0.02 0.12 -0.23
F -1.8581 -3.7268 -0.3593 0.18 0.09 0.02 0.05
C 1.5407 -2.0698 -2.1046 0.07 -0.07 -0.09 -0.13
C 1.6407 -0.5925 -2.5490 0.26 0.05 -0.03 -0.10
H -0.0849 2.5733 -3.5650 0.03 -0.03 -0.04 0.09
H -1.8600 2.5332 -3.5811 -0.02 -0.03 -0.07 0.09
H -1.0238 4.0763 -3.4348 0.04 0.04 -0.08 0.09
H -0.9385 -0.5099 3.9191 -0.04 -0.06 0.00 0.10
H 0.7251 0.7332 5.2622 0.03 -0.03 0.10 0.11
H 1.7406 2.8026 4.3700 0.06 0.07 0.04 0.11
H -1.0691 0.0917 -3.3270 -0.07 0.00 0.04 0.12
H -1.4745 0.1265 -1.5961 0.07 -0.04 -0.11 0.10
H -1.7794 -2.1584 -1.9504 0.05 -0.02 -0.09 0.12
H -0.6818 -2.2091 -3.3344 -0.06 0.01 0.03 0.13
H 1.8526 -1.2535 0.3848 0.09 0.08 -0.11 0.11
H 1.6930 -1.6369 2.7739 0.07 0.04 0.05 0.11
H -0.1488 -3.0008 3.7140 -0.02 -0.01 0.11 0.10
H -1.8633 -3.9427 2.1733 -0.09 -0.08 0.01 0.12
H 2.3281 -2.3309 -1.3999 -0.03 0.01 -0.06 0.12
H 1.6492 -2.7191 -2.9825 0.09 0.07 0.07 0.12
H 1.5882 -0.5201 -3.6416 0.04 -0.02 0.05 0.13
H 2.5714 -0.1373 -2.2079 -0.10 -0.07 -0.13 0.12

No. 5
49
Properties=species:S:1:pos:R:3:forces:R:3:lowdin_charge:R:1 method="wB97M-V/def2-TZVPD" smiles="Cn1nccc1Nc1nccc(-c2ccn([C@H](CO)c3ccc(Cl)c(F)c3)c(=O)c2)n1" multiplicity=1 homo_energy_ev=-8.48 homo_lumo_gap_ev=8.08 de_lowest_kcal_mol=0.0
C -2.3924 2.4302 -1.2074 0.46 -0.05 -0.35 -0.02
N -3.4122 2.5735 -0.2101 -0.54 -0.29 0.02 -0.15
N -3.3226 3.5402 0.6984 0.54 0.61 0.35 0.06
C -4.4149 3.4681 1.4341 -0.04 -0.17 -0.25 -0.16
C -5.2411 2.4265 1.0024 0.08 -0.24 -0.25 -0.02
C -4.5544 1.8628 -0.0583 -0.05 0.23 0.48 -0.27
N -4.9294 0.8089 -0.8870 -0.44 0.35 -0.15 0.15
C -4.2135 -0.3244 -1.0990 0.35 -0.71 -0.13 -0.37
N -4.8415 -1.2837 -1.7898 -0.33 0.26 -0.01 0.13
C -4.1611 -2.3930 -1.9992 0.22 -0.02 0.08 -0.12
C -2.8620 -2.5780 -1.5472 0.12 0.21 0.11 0.00
C -2.2887 -1.5132 -0.8526 -0.69 -0.33 -0.41 -0.21
C -0.9182 -1.5374 -0.3201 0.79 -0.22 0.08 -0.15
C -0.5826 -0.6484 0.7341 0.12 0.08 0.11 -0.01
C 0.6836 -0.6454 1.2186 -0.68 0.22 0.16 -0.05
N 1.6380 -1.4704 0.7301 0.04 -0.21 -0.13 0.04
C 3.0092 -1.4440 1.2139 0.40 -0.06 0.35 -0.21
C 3.1284 -1.1026 2.7139 0.07 -0.41 -0.21 -0.19
O 2.9163 0.2482 3.0269 -0.05 0.47 0.11 -0.06
C 3.8633 -0.5112 0.3832 0.07 -0.05 -0.10 -0.17
C 5.1698 -0.8638 0.0663 -0.09 0.06 0.04 -0.02
C 5.9762 -0.0131 -0.6663 -0.06 0.13 0.00 -0.08
C 5.4896 1.2124 -1.0989 -0.20 -0.01 0.07 -0.60
Cl 6.4818 2.2830 -2.0159 -0.02 0.03 -0.01 0.72
C 4.1815 1.5594 -0.7825 0.07 0.04 -0.01 -0.28
F 3.6811 2.7377 -1.1881 0.14 -0.17 0.02 0.06
C 3.3714 0.7149 -0.0460 0.14 0.02 -0.08 0.06
C 1.3911 -2.3698 -0.3192 0.07 0.03 0.10 -0.41
O 2.2922 -3.0831 -0.7326 0.14 -0.15 -0.17 0.05
C 0.0458 -2.3631 -0.8197 -0.47 0.13 -0.04 0.08
N -2.9739 -0.3958 -0.6249 -0.13 0.07 0.18 0.17
H -1.8565 1.4891 -1.0734 -0.02 0.20 -0.02 0.06
H -1.7099 3.2694 -1.0935 -0.10 -0.01 -0.03 0.09
H -2.8357 2.4455 -2.2046 0.01 0.01 0.01 0.09
H -4.5711 4.1546 2.2417 0.01 0.17 0.15 0.09
H -6.1879 2.1233 1.3991 -0.19 -0.14 0.07 0.09
H -5.9114 0.7297 -1.1106 0.17 0.03 -0.05 0.15
H -4.6840 -3.1648 -2.5495 0.04 -0.11 -0.02 0.11
H -2.3378 -3.5026 -1.7122 0.06 -0.10 -0.03 0.10
H -1.3339 0.0099 1.1339 0.01 0.10 0.10 0.11
H 0.9788 0.0116 2.0225 0.07 0.00 0.00 0.13
H 3.3845 -2.4654 1.0691 -0.06 0.26 0.07 0.15
H 4.1241 -1.4231 3.0484 -0.14 -0.04 -0.06 0.13
H 2.3763 -1.6621 3.2756 0.10 -0.04 -0.05 0.13
H 3.5941 0.7869 2.6017 0.00 -0.04 0.00 0.09
H 5.5561 -1.8199 0.3829 0.04 -0.14 0.02 0.12
H 6.9862 -0.2961 -0.9150 0.11 0.00 -0.05 0.11
H 2.3600 1.0265 0.1667 -0.09 0.06 -0.02 0.13
H -0.1424 -3.0378 -1.6396 -0.01 -0.06 -0.07 0.12

| no. | molar mass (g mol⁻¹) |
| --- | --- |
| 1 | 1033.88 |
| 2 | 630.42 |
| 3 | 469.32 |
| 4 | 434.30 |
| 5 | 440.87 |